Record 1
Entry from the Open Molecules 2025 dataset: a cluster of 12 separate species, C38H51N11O8S in total (the ωB97M-V functional and the def2-TZVPD basis).

```
! wB97M-V def2-TZVPD RIJCOSX def2/J DEFGRID3
* xyz -2 1
S 8.73 -56.77 -3.61
O 9.17 -55.33 -3.61
O 7.32 -56.79 -3.72
O 9.21 -57.60 -4.71
O 9.05 -57.31 -2.31
N 11.43 -58.89 -4.62
C 11.65 -59.88 -3.70
C 12.95 -60.63 -4.12
C 13.40 -60.02 -5.49
C 12.41 -59.01 -5.78
H 10.76 -58.17 -4.71
H 10.83 -59.82 -3.04
H 13.46 -61.43 -3.58
H 14.33 -60.14 -6.00
H 12.30 -58.16 -6.56
N 5.11 -58.02 -2.76
C 5.18 -59.00 -1.83
C 3.83 -59.59 -1.56
C 2.88 -58.84 -2.52
C 3.86 -57.85 -3.20
H 6.04 -57.46 -3.18
H 6.13 -59.13 -1.43
H 3.57 -60.47 -0.95
H 1.94 -59.24 -2.87
H 3.53 -57.13 -3.96
N 9.14 -52.73 -3.38
C 9.45 -52.15 -4.50
C 9.34 -50.71 -4.34
C 9.09 -50.41 -2.86
C 8.95 -51.84 -2.25
H 8.83 -53.69 -3.35
H 9.78 -52.60 -5.37
H 9.60 -49.88 -4.92
H 9.10 -49.49 -2.43
H 8.58 -52.20 -1.13
N 8.33 -56.11 -0.16
C 8.83 -54.96 0.19
C 7.85 -54.27 1.16
C 6.86 -55.31 1.54
C 7.17 -56.53 0.52
H 8.66 -56.95 -0.69
H 9.76 -54.62 -0.07
H 8.06 -53.16 1.53
H 5.98 -55.20 2.33
H 6.67 -57.36 0.29
N 8.62 -59.88 -1.36
C 8.52 -60.09 -0.02
C 8.58 -61.66 0.23
C 8.63 -62.25 -1.07
C 8.59 -61.06 -2.11
H 8.57 -58.99 -1.80
H 8.16 -59.19 0.78
H 8.57 -62.07 1.35
H 8.52 -63.34 -1.33
H 8.52 -60.79 -3.18
N 5.97 -55.92 -5.66
C 5.96 -54.54 -5.93
C 4.98 -54.48 -7.14
C 4.43 -55.81 -7.40
C 5.09 -56.71 -6.43
H 6.71 -56.23 -4.97
H 6.52 -53.92 -5.24
H 4.82 -53.49 -7.59
H 3.80 -56.26 -8.38
H 5.12 -57.76 -6.15
N 11.59 -54.88 -2.58
C 12.19 -53.70 -2.00
C 13.58 -53.96 -1.64
C 13.88 -55.46 -1.83
C 12.44 -56.01 -2.53
H 10.67 -54.97 -2.89
H 11.65 -52.88 -1.96
H 14.29 -53.36 -1.32
H 14.81 -55.97 -1.67
H 12.33 -57.04 -2.77
N 10.00 -56.52 -7.30
C 10.11 -55.20 -7.59
C 10.87 -55.16 -8.90
C 11.00 -56.52 -9.36
C 10.36 -57.37 -8.29
H 9.66 -57.02 -6.58
H 9.67 -54.48 -6.86
H 11.30 -54.11 -9.16
H 11.34 -56.73 -10.35
H 10.33 -58.51 -8.03
N 8.10 -59.67 -5.79
C 8.67 -60.63 -6.56
C 7.61 -61.53 -7.10
C 6.31 -61.03 -6.43
C 6.75 -59.90 -5.57
H 8.55 -58.84 -5.17
H 9.83 -60.61 -6.60
H 7.74 -62.09 -7.93
H 5.40 -61.47 -6.68
H 6.31 -59.23 -4.90
C 11.14 -58.06 0.14
N 12.23 -57.41 0.88
O 12.03 -56.47 1.60
O 13.24 -58.04 1.12
H 11.44 -59.10 -0.02
H 10.92 -57.33 -0.60
H 10.26 -58.14 0.70
C 5.91 -54.22 -2.36
N 4.98 -53.36 -2.92
O 5.33 -52.19 -3.08
O 3.71 -53.67 -2.95
H 6.85 -54.06 -2.72
H 5.90 -55.12 -3.01
H 6.13 -54.04 -1.37
*
```

Summary:
Max |F|   10.13 eV/Å
Gap between HOMO and LUMO   7.3 eV
HOMO energy   -3.39 eV
ΔE to the lowest compared entry with this formula, charge and spin   192.4 kJ/mol

Record 2
Entry from the Open Molecules 2025 dataset: a cluster of 2 separate species, C7H12N in total (the ωB97M-V functional and the def2-TZVPD basis).

```
! wB97M-V def2-TZVPD RIJCOSX def2/J DEFGRID3
* xyz 1 1
C 1.33 2.48 0.98
C 0.26 1.54 1.41
C 1.51 0.74 -0.40
C 0.27 0.48 0.51
C -0.92 -2.39 0.49
C -1.93 -0.71 -1.14
C -0.77 -1.34 -0.54
N 2.15 1.98 0.08
H 1.55 3.52 1.26
H 2.12 -0.19 -0.58
H 1.14 1.10 -1.38
H 0.28 -1.36 -1.09
H -1.87 -2.95 0.17
H -0.09 -3.12 0.52
H -1.14 -2.03 1.62
H -2.82 -0.76 -0.35
H -1.90 -1.50 -1.92
H -1.68 0.34 -1.48
H 3.06 2.40 -0.19
H -0.57 1.76 2.03
*
```

Summary:
Max |F|   5.70 eV/Å
Gap between HOMO and LUMO   9.3 eV
HOMO energy   -13.21 eV
ΔE to the lowest compared entry with this formula, charge and spin   436.6 kJ/mol

Record 3
Entry from the Open Molecules 2025 dataset: a cluster of 9 separate species, C30H84N6O12 in total (the ωB97M-V functional and the def2-TZVPD basis).

```
! wB97M-V def2-TZVPD RIJCOSX def2/J DEFGRID3
* xyz 1 2
C 0.10 0.95 0.21
C 1.13 0.00 0.81
O 2.42 0.58 1.10
O 0.56 1.77 -0.80
H -0.32 1.60 0.97
H -0.68 0.30 -0.19
H 1.27 -0.85 0.14
H 0.67 -0.42 1.70
H 2.42 1.03 1.95
H 1.14 1.24 -1.35
C 4.25 3.46 3.71
C 2.83 3.38 4.14
O 2.39 2.00 4.06
O 5.03 2.75 4.54
H 4.67 4.47 3.77
H 4.38 3.06 2.71
H 2.24 3.98 3.44
H 2.83 3.72 5.17
H 2.31 1.66 4.95
H 4.70 1.85 4.44
C 3.53 3.76 -0.18
C 3.75 3.13 -1.55
O 4.73 3.93 -2.16
O 2.86 5.05 -0.07
H 4.35 3.70 0.53
H 2.95 3.03 0.39
H 2.80 3.06 -2.08
H 4.04 2.10 -1.32
H 4.29 4.60 -2.69
H 3.55 5.68 0.16
C -0.31 -1.06 -6.25
C 1.17 -1.55 -6.07
C 1.12 -2.91 -5.27
O 0.43 -2.96 -4.05
C 0.87 -2.08 -2.97
N 1.81 -1.69 -7.36
H -0.27 -0.19 -6.89
H -0.77 -0.88 -5.28
H -0.93 -1.87 -6.65
H 1.86 -0.89 -5.54
H 2.09 -3.39 -5.14
H 0.66 -3.69 -5.88
H 0.38 -2.21 -2.00
H 0.35 -1.23 -3.39
H 1.94 -1.88 -2.88
H 1.70 -0.96 -8.04
H 2.80 -1.86 -7.23
C 2.09 -5.89 6.94
C 1.95 -4.39 6.50
C 1.16 -3.94 5.22
O 1.07 -2.54 4.95
C 0.06 -2.25 3.99
N 1.34 -3.72 7.66
H 1.15 -6.34 7.23
H 2.68 -5.86 7.86
H 2.58 -6.53 6.20
H 2.90 -3.87 6.33
H 0.12 -4.26 5.27
H 1.49 -4.56 4.38
H 0.25 -2.72 3.03
H -0.03 -1.16 4.02
H -0.92 -2.61 4.31
H 1.29 -2.71 7.71
H 0.38 -4.03 7.58
C -3.27 0.55 -1.89
C -4.19 -0.53 -2.47
C -5.15 -1.06 -1.46
O -4.40 -1.87 -0.53
C -5.16 -2.56 0.33
N -4.87 0.10 -3.53
H -2.64 0.88 -2.72
H -2.58 0.08 -1.19
H -3.84 1.36 -1.43
H -3.59 -1.35 -2.89
H -5.77 -1.79 -1.98
H -5.81 -0.33 -0.99
H -5.73 -1.82 0.89
H -4.60 -3.11 1.09
H -5.79 -3.32 -0.13
H -5.27 -0.65 -4.09
H -4.12 0.63 -3.96
C -5.16 3.44 -5.55
C -4.77 3.70 -4.10
C -3.23 4.13 -3.99
O -2.42 2.95 -3.91
C -1.09 3.22 -3.52
N -5.57 4.73 -3.55
H -5.14 4.37 -6.13
H -6.07 2.85 -5.65
H -4.40 2.84 -6.06
H -5.15 2.85 -3.54
H -3.16 4.75 -3.10
H -2.98 4.88 -4.74
H -1.00 3.90 -2.67
H -0.57 3.49 -4.43
H -0.61 2.32 -3.15
H -5.59 4.64 -2.54
H -6.54 4.50 -3.65
C 4.29 -5.52 -0.48
C 4.22 -4.28 0.34
C 3.77 -3.00 -0.40
O 4.75 -2.72 -1.47
C 6.00 -2.39 -1.00
N 3.14 -4.53 1.38
H 4.44 -6.38 0.18
H 5.14 -5.43 -1.15
H 3.37 -5.72 -1.03
H 5.16 -4.01 0.81
H 3.77 -2.09 0.20
H 2.85 -3.16 -0.96
H 6.01 -1.67 -0.18
H 6.61 -2.04 -1.83
H 6.57 -3.24 -0.64
H 2.75 -5.44 1.58
H 2.71 -3.78 1.90
C -4.25 2.36 1.58
C -3.92 2.07 3.07
C -2.71 2.94 3.45
O -2.02 2.39 4.55
C -0.60 2.16 4.29
N -5.02 2.23 3.95
H -5.03 1.68 1.24
H -3.39 2.02 1.00
H -4.65 3.34 1.35
H -3.62 1.03 3.22
H -2.97 3.95 3.75
H -2.01 2.99 2.62
H -0.11 2.16 5.26
H -0.13 2.92 3.66
H -0.36 1.24 3.75
H -4.57 2.28 4.86
H -5.59 3.00 3.62
*
```

Summary:
Max |F|   3.35 eV/Å
Gap between HOMO and LUMO (spin up / spin down)   7.2 / 2.1 eV
HOMO energy (spin up / spin down)   -10.34 / -10.34 eV
ΔE to the lowest compared entry with this formula, charge and spin   846.1 kJ/mol

Record 4
Entry from the Open Molecules 2025 dataset: an isolated molecule of C4H4N2O (the ωB97M-V functional and the def2-TZVPD basis).

```
! wB97M-V def2-TZVPD RIJCOSX def2/J DEFGRID3
* xyz 0 1
O 2.51 -0.37 -0.19
C 1.41 0.00 -0.14
C 0.70 1.35 0.20
N -0.53 1.36 -0.41
N -0.95 0.18 -0.77
C -1.13 -0.65 0.37
C 0.11 -0.84 -0.33
H 1.08 2.32 0.37
H -1.99 -1.45 0.46
H -1.07 -0.16 1.31
H -0.13 -1.74 -0.88
*
```

Summary:
Structure (SMILES)   O=C1C=NN2C[C@H]12
Max |F|   6.36 eV/Å
Gap between HOMO and LUMO   9.2 eV
HOMO energy   -9.60 eV
ΔE to the lowest compared entry with this formula, charge and spin   411.5 kJ/mol

Record 5
Entry from the Open Molecules 2025 dataset: an isolated molecule of C2H3NOS (the ωB97M-V functional and the def2-TZVPD basis).

```
! wB97M-V def2-TZVPD RIJCOSX def2/J DEFGRID3
* xyz 0 1
C -1.14 -0.74 -0.10
N -0.05 -1.29 0.18
S 1.30 -0.05 -0.06
C -0.11 1.28 0.12
O -1.33 0.54 -0.08
H -2.02 -1.30 -0.08
H 0.03 1.91 -0.76
H -0.28 1.64 1.13
*
```

Summary:
Structure (SMILES)   C1=NSCO1
Max |F|   3.47 eV/Å
Gap between HOMO and LUMO   9.4 eV
HOMO energy   -8.80 eV
ΔE to the lowest compared entry with this formula, charge and spin   150.4 kJ/mol

Record 6
Entry from the Open Molecules 2025 dataset: a structure of composition C3HLaO2 (the ωB97M-V functional and the def2-TZVPD basis).

```
! wB97M-V def2-TZVPD RIJCOSX def2/J DEFGRID3
* xyz 1 2
C -3.09 1.36 -0.25
H -3.75 2.21 -0.33
C -2.30 0.45 -0.11
O -1.61 -1.65 -0.02
C -1.20 -0.52 0.27
La 2.44 -0.56 0.92
O -0.01 -0.09 0.05
*
```

Summary:
Max |F|   7.27 eV/Å
Gap between HOMO and LUMO (spin up / spin down)   5.5 / 5.6 eV
HOMO energy (spin up / spin down)   -11.88 / -11.88 eV
ΔE to the lowest compared entry with this formula, charge and spin   0.0 kJ/mol